71
Properties=species:S:1:pos:R:3:forces:R:3:mulliken_charge:R:1 method="wB97M-V/def2-TZVPD" de_lowest_kj_mol=415.7 charge=+1 energy_ha=-3851.5237 homo_ev="-10.2333 / -10.1614" lumo_energy_ev="-3.34 / -3.57" multiplicity=2
Ir 0.539172 -1.337447 -0.750320 -1.00 -0.72 0.51 2.970
C -0.193708 2.213194 3.608780 0.03 -0.01 -0.08 -1.787
C -0.516277 2.000480 2.129723 0.22 -0.16 0.29 1.422
C -1.866792 1.301578 2.002717 0.05 0.03 0.00 -0.654
C -0.540824 3.338146 1.402264 0.03 -0.01 0.02 -1.390
O 0.501701 1.210848 1.513418 -0.35 0.20 -0.63 0.375
Ge 1.488804 -0.189585 2.082169 0.20 -0.42 0.48 -0.525
O 0.218162 -1.583525 1.382420 0.38 0.36 0.05 -0.594
C -0.247241 -2.707352 2.172218 -0.18 -0.13 0.10 1.417
C -1.084466 -3.614229 1.282762 -0.04 0.12 -0.13 -1.545
C 0.934803 -3.493541 2.743002 0.16 0.20 -0.27 -1.506
C -1.105492 -2.175495 3.314981 0.07 0.15 -0.09 -1.781
O 2.234804 -0.511549 0.265428 -0.07 0.36 -0.21 -0.822
C 3.360683 0.198350 -0.338792 0.10 0.08 -0.02 1.656
C 3.904924 1.207511 0.665976 -0.15 -0.15 0.15 -1.953
C 4.430521 -0.824265 -0.693097 -0.11 -0.18 0.09 -1.659
C 2.907891 0.914673 -1.601128 -0.11 0.04 0.05 -1.615
H -0.953860 2.836427 4.085499 0.06 -0.03 0.01 0.454
H 0.781347 2.692935 3.719043 -0.05 0.00 0.02 0.357
H -0.165104 1.249706 4.125064 -0.01 0.06 0.05 0.390
H -2.668406 1.943208 2.382038 0.05 -0.06 -0.02 0.598
H -1.862617 0.373747 2.573887 -0.04 0.04 -0.04 0.001
H -2.059233 1.063855 0.956849 0.01 -0.04 0.06 -0.339
H -1.292451 3.998759 1.842274 0.05 0.00 -0.05 0.412
H -0.775053 3.184802 0.345364 0.00 0.04 0.01 0.068
H 0.437418 3.816511 1.472832 -0.04 0.02 -0.02 0.381
H -0.549080 -3.830603 0.356256 -0.03 -0.10 0.05 0.278
H -2.035026 -3.138285 1.027795 0.05 -0.03 -0.03 0.317
H -1.291247 -4.561002 1.786654 -0.02 0.07 0.00 0.424
H 1.444314 -4.044502 1.949661 0.00 0.01 0.10 0.250
H 0.589933 -4.204913 3.494149 0.01 0.01 -0.05 0.504
H 1.656044 -2.817715 3.206410 -0.03 -0.07 0.08 0.320
H -1.995686 -1.684460 2.921004 0.00 -0.02 0.03 0.330
H -0.538484 -1.451968 3.907000 -0.04 -0.05 0.08 0.359
H -1.419104 -2.991466 3.968200 0.01 0.04 -0.01 0.513
H 4.242462 0.693291 1.569094 0.06 0.08 -0.01 0.467
H 3.125341 1.923060 0.939663 0.07 0.02 -0.01 0.339
H 4.750354 1.750875 0.240884 -0.05 -0.03 0.00 0.479
H 4.707714 -1.407642 0.188116 0.02 0.03 -0.04 0.359
H 5.321757 -0.322546 -1.073977 -0.04 -0.04 0.00 0.484
H 4.058424 -1.505990 -1.462317 0.08 0.05 0.02 0.274
H 2.219828 1.726125 -1.355029 0.02 -0.02 -0.02 0.141
H 2.402380 0.212103 -2.263082 -0.01 0.01 -0.08 0.344
H 3.770702 1.325817 -2.130253 -0.03 0.02 0.08 0.486
C -0.259351 -3.759290 -3.246952 -0.05 -0.12 0.09 -0.427
O 0.530997 -3.918779 -2.035215 -0.08 -0.69 -1.47 -0.231
C 1.188802 -2.959626 -1.488502 -0.62 0.89 1.27 0.392
C 2.280079 -3.547088 -0.640111 0.73 0.13 -0.25 -1.343
H -0.958397 -4.587495 -3.257343 0.03 -0.08 0.06 0.267
H 0.410907 -3.833726 -4.098053 0.13 -0.07 0.03 0.295
H -0.785968 -2.820269 -3.258867 0.01 0.00 0.07 0.200
H 3.159274 -3.706044 -1.275449 -0.05 -0.04 0.04 0.435
H 1.960842 -4.519538 -0.268535 -0.05 0.00 -0.01 0.305
H 2.569463 -2.888520 0.172477 0.05 -0.05 0.00 0.199
O -1.534044 -1.140608 -2.934109 -0.92 0.49 -0.19 -0.741
C -0.856420 -0.636536 -2.101322 1.41 -1.30 -0.25 0.175
C -4.018876 1.988739 -0.970714 0.04 -0.02 -0.04 -0.878
N -3.201596 2.679167 -1.956640 -0.26 -0.21 0.22 0.140
C -3.746696 3.803347 -2.743920 0.22 0.00 0.00 -0.547
C -2.542623 4.233759 -3.612298 -0.02 -0.08 0.14 -0.582
N -1.519504 3.253656 -3.208030 0.02 0.18 -0.16 -0.094
C -1.961547 2.429542 -2.281331 1.33 -1.72 0.53 0.094
S -0.693726 1.013951 -1.540719 -1.27 3.07 -0.56 -0.082
H -4.944696 1.649805 -1.432030 0.00 -0.02 -0.07 0.357
H -4.259646 2.659799 -0.147331 0.03 0.05 0.01 0.332
H -3.472793 1.133637 -0.585702 0.01 -0.01 -0.05 0.204
H -4.089178 4.588044 -2.072097 0.00 0.03 0.02 0.352
H -4.590620 3.457189 -3.336568 -0.03 -0.04 -0.02 0.330
H -2.204445 5.243312 -3.393686 -0.01 0.04 0.04 0.317
H -2.749501 4.156036 -4.676417 0.01 -0.04 -0.03 0.315
H -0.580079 3.249629 -3.566120 0.03 -0.16 0.05 0.221